(1)
# C35H38HfN5O6

C35H38HfN5O6 as an isolated structure (the ωB97M-V functional and the def2-TZVPD basis, the OMol25 dataset).

Computed properties:
Relative energy (zero: lowest compared OMol25 entry of this formula, charge and spin): 0.370 eV
Net charge: +1
Max |F|: 0.61 eV Å⁻¹
LUMO level: -2.86 eV
HOMO energy: -10.90 eV
E: -57955.25928 eV

Each line ends with the Mulliken charge.
Cartesian coordinates (Å):
Hf (-0.6096, -0.5149, -0.0761)  3.3663
C (-3.6793, -0.6912, 1.4299)  -0.9833
C (-2.5908, -1.2630, 2.3483)  -0.6576
N (-1.5896, -1.9870, 1.5493)  -0.4980
C (-2.1187, -3.2494, 0.9702)  -0.7970
C (-1.6300, -3.5142, -0.4493)  -1.0493
N (-1.5909, -2.2913, -1.2896)  -0.3924
C (-2.8436, -1.9082, -1.9647)  -0.6174
C (-3.8512, -1.3946, -0.9522)  -0.9367
N (-3.1987, -0.5057, 0.0371)  -0.3872
H (-4.5567, -1.3393, 1.4201)  0.5426
H (-4.0103, 0.2673, 1.8298)  0.4924
H (-2.0691, -0.4569, 2.8601)  0.1960
H (-3.0420, -1.9119, 3.1044)  0.5915
H (-0.7821, -2.2070, 2.1243)  0.4450
H (-1.8356, -4.0935, 1.6014)  0.5492
H (-3.2050, -3.1994, 1.0071)  0.3538
H (-0.6090, -3.8879, -0.4213)  0.3996
H (-2.2651, -4.2732, -0.9158)  0.5879
H (-0.8907, -2.4612, -2.0094)  0.1473
H (-2.5833, -1.1257, -2.6813)  0.1453
H (-3.2590, -2.7488, -2.5276)  0.5763
H (-4.6613, -0.8763, -1.4691)  0.4934
H (-4.3135, -2.2275, -0.4255)  0.3523
H (-3.3914, 0.4539, -0.2295)  0.4447
C (3.0451, -1.7189, -3.3497)  -0.5943
O (1.6957, -2.1051, -3.6528)  -0.4588
C (0.9213, -1.0602, -4.0613)  -0.0981
C (0.7153, -0.8015, -5.4018)  -0.2951
C (-0.1234, 0.2303, -5.8247)  -0.9229
C (-0.7743, 1.0017, -4.8902)  -1.0927
C (-0.6036, 0.7447, -3.5191)  0.8782
C (-1.3153, 1.5448, -2.5677)  -0.8998
N (-1.4255, 1.2726, -1.3082)  1.0710
N (-2.1494, 2.2493, -0.6029)  -1.4343
C (-1.9681, 2.0740, 0.6688)  0.1225
O (-1.2151, 1.1110, 1.1437)  -0.2911
C (-2.6721, 2.9288, 1.6513)  0.3660
C (-3.5873, 3.8852, 1.2174)  -0.3938
C (-4.2566, 4.6694, 2.1413)  -0.7609
C (-4.0164, 4.5068, 3.4986)  -0.4035
C (-3.1036, 3.5568, 3.9349)  -0.9842
C (-2.4316, 2.7688, 3.0140)  -0.1103
C (0.2715, -0.2719, -3.0923)  0.0899
O (0.4801, -0.4937, -1.8063)  -0.0467
H (3.5320, -2.5961, -2.9361)  0.2366
H (3.0566, -0.9208, -2.6070)  0.1031
H (3.5514, -1.3957, -4.2627)  0.3764
H (1.2273, -1.4295, -6.1204)  0.5307
H (-0.2608, 0.4168, -6.8801)  0.4426
H (-1.4326, 1.8047, -5.1979)  0.4866
H (-1.8145, 2.4465, -2.9173)  0.4926
H (-3.7679, 4.0119, 0.1592)  0.4473
H (-4.9670, 5.4118, 1.8032)  0.4220
H (-4.5398, 5.1254, 4.2154)  0.4135
H (-2.9121, 3.4337, 4.9923)  0.4264
H (-1.7115, 2.0338, 3.3470)  0.3825
O (1.0903, 0.0220, 1.4767)  -0.5354
C (2.4076, -0.4369, 1.0614)  2.3511
C (2.0781, -1.7529, 0.3122)  -0.6487
O (2.9301, -2.3958, -0.2446)  -0.6099
O (0.8050, -2.0415, 0.3569)  -0.7251
C (3.2668, -0.6557, 2.2975)  -0.1407
C (3.9006, -1.8563, 2.5810)  -0.1368
C (4.6808, -1.9746, 3.7257)  -0.9648
C (4.8330, -0.9044, 4.5888)  -0.4934
C (4.2052, 0.3030, 4.3044)  -0.8864
C (3.4358, 0.4247, 3.1619)  -0.5655
C (3.0395, 0.5630, 0.1014)  0.6752
C (4.3314, 0.3114, -0.3588)  -0.4344
C (4.9327, 1.1792, -1.2523)  -0.7161
C (4.2598, 2.3125, -1.6929)  -0.6852
C (2.9812, 2.5707, -1.2345)  -0.9722
C (2.3703, 1.6978, -0.3400)  -0.1105
H (1.0993, 0.9081, 1.8612)  0.4016
H (3.8020, -2.6972, 1.9095)  0.5946
H (5.1730, -2.9149, 3.9363)  0.4364
H (5.4458, -1.0031, 5.4745)  0.4176
H (4.3281, 1.1507, 4.9650)  0.4175
H (2.9932, 1.3905, 2.9374)  0.3717
H (4.8557, -0.5719, -0.0197)  0.4256
H (5.9355, 0.9738, -1.6029)  0.4498
H (4.7371, 2.9914, -2.3868)  0.4245
H (2.4479, 3.4518, -1.5672)  0.5090
H (1.3626, 1.9259, -0.0112)  0.2845

=====

(2)
# C21H21N5O3

The molecule C21H21N5O3 (the ωB97M-V functional and the def2-TZVPD basis, the OMol25 dataset).

Computed properties:
Relative energy (zero: lowest compared OMol25 entry of this formula, charge and spin): 5.659 eV
Max |F|: 7.25 eV Å⁻¹
LUMO level: 0.36 eV
HOMO energy: -8.05 eV
E: -35707.60308 eV

Each line ends with the Mulliken charge.
Cartesian coordinates (Å):
O (-0.1427, -0.1458, -6.5077)  -0.5653
N (1.0256, -1.5641, 2.7057)  -0.5525
N (-2.0680, 2.9277, -2.3220)  -1.1132
N (1.6352, -3.3050, 4.0206)  -0.5509
O (-0.5422, -1.8379, -5.0974)  -0.4628
O (1.7660, -5.1250, 5.6476)  -0.3776
C (-0.7445, -0.5667, -5.5408)  0.1242
C (0.8116, -0.2631, 2.7952)  -0.2056
C (-2.5570, 2.1094, -3.2341)  0.2521
C (-0.3139, 1.9328, -3.5198)  0.3164
C (-1.4948, 1.3915, -3.9440)  0.6378
C (1.3164, -1.9709, 3.8772)  0.7022
C (1.7302, -3.8042, 5.3020)  0.2759
C (1.6933, -2.9238, 6.3909)  -0.3566
C (-0.6769, 1.4622, 1.6142)  -0.7724
C (1.4322, 0.8262, 0.5775)  -0.7455
C (1.4890, -1.6002, 6.1470)  -0.6145
C (-0.8817, 2.4166, 0.6802)  -0.5274
C (1.2921, 1.8506, -0.3031)  -0.2568
C (0.4633, 0.5706, 1.5820)  0.5806
C (1.2453, -1.0635, 4.9245)  0.3238
C (0.1504, 2.5779, -0.3148)  0.9879
N (1.0377, 0.0759, 4.2232)  -0.1213
N (-0.7339, 2.8228, -2.5322)  0.8708
C (1.3105, -6.0639, 4.6398)  -0.7434
C (-3.9996, 2.0326, -3.8480)  -1.2245
C (1.1362, 1.6202, -3.8537)  -1.2319
C (-1.8584, 0.3423, -5.0266)  -0.4665
C (-0.0567, 3.6222, -1.4542)  -1.5363
H (0.1300, -2.1760, -5.6654)  0.3522
H (1.7468, -3.2696, 7.3973)  0.4512
H (-1.3989, 1.3720, 2.3878)  0.4155
H (2.3846, 0.2816, 0.7464)  0.3279
H (1.5891, -0.9331, 7.0295)  0.2873
H (-1.7546, 2.9304, 0.6888)  0.5805
H (2.1178, 2.0559, -0.9958)  0.3546
H (1.2689, 0.9934, 4.6431)  0.2425
H (2.1199, -6.2991, 3.9834)  0.2950
H (0.3267, -5.9104, 4.2047)  0.3192
H (0.9183, -7.0070, 5.0426)  0.2980
H (-3.7926, 2.3343, -4.8803)  0.2937
H (-4.3510, 0.9518, -3.8132)  0.2627
H (-4.6700, 2.6092, -3.2421)  0.3811
H (1.2594, 0.5733, -3.7313)  0.3132
H (1.4667, 1.8453, -4.9613)  0.3041
H (1.8028, 2.2139, -3.1856)  0.2625
H (-2.1604, 0.9160, -5.8352)  0.4159
H (-2.5995, -0.3589, -4.5453)  0.3450
H (-0.7378, 4.4341, -1.1361)  0.3977
H (0.8691, 4.0957, -1.7611)  0.4536

=====

(3)
# C24H15F5IrN6OSbSe5Te

C24H15F5IrN6OSbSe5Te as an isolated structure (the ωB97M-V functional and the def2-TZVPD basis, the OMol25 dataset).

Computed properties:
Relative energy (zero: lowest compared OMol25 entry of this formula, charge and spin): 4.287 eV
Net charge: -1
Max |F|: 3.47 eV Å⁻¹
2S+1: 2
LUMO level (alpha / beta): -0.02 / -0.02 eV
HOMO energy (alpha / beta): -3.80 / -3.49 eV
E: -393109.64284 eV

Each line ends with the Mulliken charge.
Cartesian coordinates (Å):
Ir (0.7463, 0.0231, -0.6886)  1.6468
C (-2.5227, -3.2281, 2.8153)  -0.5734
C (-1.9652, -2.2654, 3.6499)  -0.5780
C (-1.0335, -1.3665, 3.1664)  -0.6403
C (-0.6449, -1.4164, 1.8236)  -0.0773
C (-1.2068, -2.3763, 0.9980)  1.0680
C (-2.1354, -3.2802, 1.4860)  -1.0113
N (0.3496, -0.5514, 1.2989)  0.6542
N (1.0665, 0.0112, 2.1865)  -0.7512
C (2.1616, 0.6514, 1.6809)  0.1962
C (3.0435, 1.2839, 2.5707)  -0.2870
C (4.1961, 1.8548, 2.0873)  -0.6837
C (4.4738, 1.7909, 0.7178)  -0.6681
C (3.5910, 1.1942, -0.1670)  -0.2334
C (2.4066, 0.6064, 0.2821)  0.3172
H (-3.2458, -3.9348, 3.2020)  0.4126
H (-2.2563, -2.2192, 4.6921)  0.3835
H (-0.5850, -0.6222, 3.8073)  0.4816
H (-0.8809, -2.4290, -0.0260)  -0.1924
H (-2.5380, -4.0350, 0.8226)  0.4632
H (2.7915, 1.3017, 3.6242)  0.4613
H (4.8864, 2.3429, 2.7639)  0.3762
H (5.4008, 2.2037, 0.3375)  0.4430
H (3.8475, 1.1732, -1.2197)  0.2121
Se (3.5501, -3.2390, -4.5968)  -0.5797
Sb (3.4619, -1.9130, -2.5318)  1.0044
Se (4.9720, -1.8971, -0.6338)  -0.5761
Se (1.7367, -0.0440, -2.9243)  -0.6208
Se (4.8632, -0.2074, -4.0499)  -0.5309
Se (-5.3582, 4.6469, -0.0491)  0.2354
N (-5.1807, 2.9040, -0.3618)  -0.8682
C (-3.9028, 2.6707, -0.5167)  0.9293
C (-3.3592, 1.3604, -0.8233)  0.5052
C (-4.1658, 0.2449, -1.0522)  -0.6076
C (-3.5778, -0.9355, -1.4387)  -0.9141
C (-2.1895, -0.9911, -1.5342)  -0.5222
N (-1.4013, 0.0309, -1.2391)  -0.2314
C (-1.9691, 1.2195, -0.9271)  -0.0708
C (-1.0882, 2.3679, -0.7665)  -0.1346
N (0.2362, 2.1556, -0.8956)  -0.2470
C (1.0673, 3.1842, -0.9126)  -0.2362
C (0.6327, 4.4968, -0.7538)  -1.0513
C (-0.7082, 4.7330, -0.5509)  -0.4934
C (-1.5960, 3.6583, -0.5614)  0.4320
C (-3.0289, 3.8149, -0.4001)  0.9377
N (-3.6115, 4.9610, -0.1577)  -0.8708
H (-5.2379, 0.3470, -0.9500)  0.5352
H (-4.1633, -1.8147, -1.6649)  0.4949
H (-1.7020, -1.8964, -1.8756)  0.5276
H (2.1133, 2.9526, -1.0635)  0.5569
H (1.3525, 5.3017, -0.7924)  0.4470
H (-1.1036, 5.7298, -0.4076)  0.5315
F (3.1798, -4.5955, -1.1206)  -0.3706
Te (1.3398, -4.2079, -1.0324)  1.9716
F (1.3570, -4.6270, -2.8770)  -0.3583
F (-0.5411, -4.4193, -1.3017)  -0.4741
F (1.2181, -6.0674, -0.7855)  -0.3766
F (1.4646, -4.2129, 0.8453)  -0.4278
O (1.3931, -2.4252, -1.2081)  -0.9660

=====

> Among the records above, which one has the lowest relative energy (zero: lowest compared OMol25 entry of this formula, charge and spin)?

C35H38HfN5O6

=====

> Number 2 is which compound?

C21H21N5O3